No. 1
{
  "formula": "H20O10",
  "method": "ωB97M-V/def2-TZVPD",
  "smiles": "O.O.O.O.O.O.O.O.O.O",
  "total_charge": 0,
  "relative_energy_kj_mol": 255.1,
  "molar_mass_g_mol": 180.15,
  "e_tot_ev": -20799.96911,
  "e_homo_ev": -10.299,
  "elements": ["H", "H", "O", "H", "O", "H", "H", "O", "H", "H", "O", "H", "O", "H", "O", "H", "H", "O", "O", "H", "H", "H", "H", "H", "O", "H", "O", "H", "H", "H"],
  "positions_angstrom": [[0.547, 0.166, 1.602], [-1.155, 1.307, -0.832], [-1.852, -1.847, 0.607], [0.835, -0.307, -0.667], [-1.342, 0.232, -3.574], [-1.544, -3.367, 3.153], [3.536, 1.266, 1.365], [-2.067, 0.524, 1.935], [3.037, 0.038, 0.022], [-2.184, -1.709, -0.308], [2.598, -0.298, -0.774], [-1.052, -2.154, 2.213], [-1.163, -2.478, 3.116], [2.533, 0.080, 1.759], [0.998, -0.439, 2.176], [-2.942, 0.895, 1.911], [1.192, -1.299, 1.717], [-0.092, -0.118, -0.482], [0.971, 2.040, -2.836], [-2.161, -1.045, 0.998], [-2.006, 0.372, 2.870], [-0.707, 0.836, -3.195], [-0.501, -0.919, -0.135], [-1.512, 2.550, -1.641], [-1.779, 2.029, -0.897], [1.301, 2.504, -3.628], [3.507, 0.323, 1.602], [3.303, -0.960, -0.919], [1.359, 1.143, -2.806], [-1.657, 0.637, -4.353]],
  "forces_ev_per_angstrom": [[-0.8, 0.1, -1.1], [0.5, -0.5, 0.0], [-0.3, -0.9, -2.3], [0.4, -0.1, -0.2], [0.2, -1.2, 1.0], [0.2, 0.5, -0.6], [-0.1, -0.3, 0.5], [0.0, 0.0, -0.2], [-0.2, 0.7, 0.8], [0.3, -0.6, 0.5], [1.2, -1.0, -0.7], [-0.3, -0.9, 0.2], [0.2, 0.1, 1.0], [1.2, 0.6, 0.5], [1.3, -1.6, 0.6], [-0.7, 0.6, -0.7], [-0.8, 1.3, 0.4], [0.0, 0.5, -0.1], [0.1, -0.2, -0.3], [-0.4, 1.5, 1.3], [0.7, -0.5, 0.9], [0.3, 0.5, 0.2], [0.0, -0.2, 0.1], [0.3, 0.3, -0.5], [-0.9, 0.3, 0.6], [-0.1, -0.6, 0.5], [-0.8, 0.2, -0.3], [-0.8, -0.1, -0.8], [0.1, 0.8, -0.1], [-0.5, 0.7, -1.3]],
  "lowdin_charge": [0.03, -0.04, -0.06, 0.00, -0.04, 0.05, 0.07, -0.01, -0.02, 0.10, -0.07, -0.03, -0.07, 0.02, -0.03, 0.06, 0.10, -0.07, -0.06, -0.01, 0.06, -0.03, 0.00, 0.01, -0.06, 0.06, -0.09, 0.08, 0.05, 0.01]
}

No. 2
{
  "formula": "C30H26BrF5IrN2O2PS3Se",
  "method": "ωB97M-V/def2-TZVPD",
  "spin_multiplicity": 2,
  "total_charge": 1,
  "s_squared": 0.892,
  "molar_mass_g_mol": 1019.80,
  "e_tot_ev": -232204.10031,
  "e_homo_ev": [-10.552, -10.487],
  "elements": ["H", "C", "H", "C", "C", "H", "C", "F", "H", "C", "C", "F", "C", "C", "H", "H", "F", "H", "H", "H", "C", "H", "C", "C", "O", "H", "H", "C", "H", "C", "C", "C", "C", "S", "C", "H", "H", "C", "C", "S", "H", "C", "C", "Se", "Ir", "C", "P", "C", "C", "N", "F", "Br", "H", "S", "H", "O", "H", "H", "H", "C", "H", "H", "C", "C", "H", "C", "N", "F", "C", "H", "C", "H"],
  "positions_angstrom": [[-0.999, 5.614, 0.770], [-3.598, 0.241, -0.227], [5.651, -0.951, -0.744], [-1.938, -4.488, 1.275], [-2.095, -4.959, -0.115], [0.257, -1.388, 5.543], [3.259, -0.892, -3.154], [-0.278, -7.067, -0.509], [4.031, 3.186, -2.194], [-0.942, -4.779, -0.979], [1.932, 3.656, -2.091], [-2.957, -5.943, -0.337], [1.701, -0.890, 1.171], [3.534, -0.893, -0.420], [0.698, 5.107, 0.690], [0.102, 1.594, 1.743], [0.961, -4.098, 0.970], [0.764, 2.875, 2.762], [-2.074, -1.011, 4.837], [-2.627, -0.600, 2.505], [4.527, -0.903, -2.575], [3.067, 2.012, -1.293], [-0.232, 5.005, 1.242], [-3.433, -1.945, -0.877], [0.913, 3.425, -1.101], [-5.471, 1.218, -0.522], [-3.122, 1.104, 0.223], [-4.761, -1.976, -1.279], [2.257, 5.675, -1.419], [0.037, -1.186, 4.507], [-0.599, -0.748, 1.817], [-1.276, -0.975, 4.112], [1.055, -1.145, 3.575], [-0.724, 1.065, -2.019], [-0.138, -5.772, -0.297], [1.308, 2.714, 1.088], [1.652, 3.126, -3.008], [2.249, -0.826, -0.992], [3.207, 3.070, -1.499], [-1.536, 4.196, -2.673], [-6.548, -0.801, -1.530], [0.739, -0.924, 2.237], [-1.593, -0.741, 2.782], [-0.213, -3.188, -1.560], [-0.805, -0.770, -0.231], [4.678, -0.913, -1.203], [-0.594, 3.010, -1.366], [2.120, -0.844, -2.381], [-0.893, -5.386, 1.755], [1.242, -0.792, -0.062], [-1.254, -6.558, 2.250], [-5.475, -3.595, -1.956], [1.135, -0.825, -2.825], [3.415, -0.961, 1.317], [-1.507, 3.456, 2.005], [-1.241, 3.069, 0.075], [3.457, 3.584, -0.573], [-0.078, 5.371, 2.256], [2.882, 5.334, -3.039], [-4.920, 0.299, -0.634], [1.144, 5.546, -2.788], [-2.850, -2.853, -0.964], [0.351, -5.315, 1.008], [2.058, 5.149, -2.352], [3.165, -0.937, -4.227], [-5.525, -0.819, -1.184], [-2.847, -0.858, -0.376], [-1.688, -3.147, 1.347], [0.455, 2.624, 1.752], [5.401, -0.909, -3.207], [-0.664, 3.550, 1.312], [2.087, -1.304, 3.858]],
  "forces_ev_per_angstrom": [[0.0, 0.1, 0.0], [-0.3, 0.5, 0.1], [0.2, 0.0, 0.0], [-0.3, 0.1, -1.1], [-0.2, -0.5, 1.7], [0.1, 0.0, 0.1], [-0.1, 0.0, 0.0], [0.3, 0.3, -0.4], [0.1, 0.0, -0.1], [0.5, 1.8, -0.2], [0.5, 0.1, -0.3], [0.4, 0.4, -0.2], [0.3, 0.1, -0.5], [-0.5, 0.0, 0.1], [0.0, 0.1, 0.0], [0.0, 0.0, 0.0], [-0.2, -0.9, 0.5], [0.1, 0.0, 0.2], [-0.1, 0.0, 0.1], [-0.1, 0.1, 0.0], [0.1, 0.0, 0.1], [0.0, -0.2, 0.0], [-0.2, -0.2, -0.1], [-0.5, -0.8, -0.2], [-0.5, -0.4, 0.5], [0.0, 0.1, 0.0], [0.1, 0.0, -0.2], [0.0, 0.1, 0.1], [0.1, 0.0, 0.1], [0.0, 0.0, 0.1], [0.6, 0.8, -0.9], [0.0, 0.0, -0.1], [-0.1, 0.0, -0.5], [-0.2, -1.3, 1.6], [0.2, -0.7, 1.6], [0.1, 0.0, 0.0], [0.0, 0.0, 0.1], [1.0, 0.0, -0.5], [-0.3, 0.0, -0.2], [1.0, -1.5, 1.0], [-0.1, 0.0, 0.0], [-0.5, 0.0, 0.3], [-0.2, 0.1, -0.4], [-0.7, -1.2, -0.2], [0.4, -0.5, -0.1], [0.0, 0.0, -0.1], [-1.0, 2.3, -1.1], [-0.1, 0.0, 0.1], [-0.4, -0.5, -1.6], [0.0, 0.1, 0.9], [0.3, 0.6, 0.1], [0.2, 0.4, 0.1], [0.0, 0.0, -0.1], [-0.4, 0.0, -0.3], [0.1, 0.0, -0.1], [0.1, -0.4, -0.4], [0.0, 0.0, 0.1], [0.0, 0.0, 0.1], [0.0, 0.0, 0.0], [0.1, -0.1, 0.1], [0.0, 0.0, 0.0], [0.1, 0.3, -0.1], [0.2, 0.6, -0.7], [-0.2, -0.2, 0.0], [0.0, 0.1, -0.1], [0.3, -0.3, 0.0], [-0.4, 0.4, -0.2], [-0.1, 0.0, 0.3], [-0.2, 0.0, 0.0], [0.1, -0.1, -0.1], [0.3, 0.0, 0.6], [0.1, 0.0, 0.1]],
  "mulliken_spin": [0.00, 0.00, 0.00, 0.12, 0.24, 0.00, 0.00, 0.00, 0.00, -0.18, 0.00, 0.02, 0.00, 0.00, 0.00, -0.01, 0.02, 0.00, 0.00, 0.00, 0.00, 0.00, 0.00, 0.03, 0.00, 0.00, 0.00, 0.01, 0.00, 0.01, -0.04, -0.01, -0.01, 0.05, -0.07, 0.00, 0.00, 0.00, 0.00, 0.03, 0.00, 0.02, 0.02, 0.14, 0.02, 0.00, -0.01, 0.00, -0.12, -0.01, 0.00, 0.00, 0.00, 0.00, 0.00, 0.00, 0.00, 0.00, 0.00, 0.00, 0.00, -0.02, 0.74, 0.00, 0.00, 0.00, 0.00, 0.00, 0.00, 0.00, 0.00, 0.00]
}

No. 3
{
  "formula": "C53H59N16O9RbS4",
  "method": "ωB97M-V/def2-TZVPD",
  "total_charge": -2,
  "relative_energy_kj_mol": 53.8,
  "molar_mass_g_mol": 1277.89,
  "e_tot_ev": -142190.18189,
  "e_homo_ev": -3.495,
  "elements": ["H", "H", "H", "H", "C", "N", "S", "N", "N", "H", "O", "C", "C", "N", "H", "H", "O", "H", "C", "H", "C", "C", "O", "H", "N", "Rb", "H", "C", "C", "C", "C", "C", "H", "C", "C", "O", "H", "H", "H", "N", "S", "C", "H", "C", "H", "O", "C", "H", "N", "C", "H", "C", "S", "C", "H", "C", "C", "C", "H", "H", "C", "O", "C", "H", "H", "C", "N", "H", "H", "H", "C", "C", "H", "N", "H", "H", "N", "C", "C", "C", "O", "C", "N", "C", "H", "C", "H", "C", "C", "H", "C", "N", "H", "C", "H", "H", "H", "H", "C", "C", "C", "C", "H", "N", "C", "C", "H", "S", "H", "N", "H", "C", "O", "C", "H", "C", "C", "H", "N", "H", "C", "H", "H", "H", "H", "H", "H", "C", "H", "H", "O", "H", "C", "H", "C", "C", "H", "N", "H", "C", "H", "H"],
  "positions_angstrom": [[3.007, 0.791, -3.826], [0.804, 3.533, -2.143], [2.651, 4.462, -3.498], [4.140, -1.602, -3.761], [3.399, 5.717, -1.931], [5.722, -3.995, 5.458], [-0.741, -1.713, -2.768], [-2.946, 0.185, 5.844], [0.896, -4.100, 2.065], [6.503, -3.780, 4.857], [-0.509, -2.530, 4.190], [3.265, -1.816, 3.759], [-6.503, 1.414, -1.419], [2.544, -0.588, -0.993], [-6.432, -2.756, 1.166], [1.259, 2.708, 4.016], [1.427, 1.233, -2.666], [4.800, 5.606, -3.563], [-4.871, -4.240, 1.112], [2.029, 5.907, 1.174], [2.089, -3.520, 4.980], [-8.944, 0.659, -1.197], [3.225, 0.903, 2.097], [0.172, -1.025, -8.636], [-0.145, -1.257, -5.360], [0.047, 0.887, 1.300], [3.099, 2.574, -0.269], [-2.782, 0.529, 4.553], [1.465, 4.278, -1.726], [4.084, -2.342, -0.464], [-4.218, -2.116, -6.298], [2.512, 4.800, -2.477], [5.979, 1.176, 1.496], [2.238, 0.256, -3.261], [-3.673, -4.593, 0.510], [-0.951, 5.062, 0.778], [-4.369, -3.122, 3.852], [-1.409, 4.507, -3.056], [-4.836, -1.347, -5.831], [4.489, 2.684, 1.304], [0.541, -1.726, 3.587], [4.464, -2.422, -1.798], [-3.716, -3.601, 5.434], [-5.141, 1.127, -1.393], [0.525, -3.985, -1.706], [0.656, 3.531, 1.812], [-1.854, -1.553, -7.033], [0.774, 0.773, -2.122], [-4.661, -0.066, -1.054], [-6.913, -0.815, -0.728], [0.650, 0.268, -7.525], [4.499, -3.475, 5.001], [-2.546, 2.036, 3.895], [2.075, -2.407, 4.156], [-3.605, -1.230, 2.111], [0.890, -5.271, -0.008], [3.295, -4.047, 5.407], [-5.511, -3.083, 0.701], [3.895, 6.827, -0.163], [5.212, -3.139, -2.118], [5.850, 2.263, 1.608], [-0.512, 2.859, -0.208], [-5.537, -1.009, -0.718], [3.865, 4.618, 2.364], [1.240, -6.112, 1.947], [-2.772, -1.828, -6.062], [-3.806, -2.677, -0.920], [-6.881, 2.382, -1.723], [5.403, -1.893, 3.863], [4.509, -2.989, 0.291], [2.911, -0.664, -2.264], [4.532, 6.279, -2.748], [-2.798, 0.809, 6.615], [3.200, 2.853, 3.248], [5.690, -4.980, 5.673], [-1.987, -1.513, 2.417], [-2.765, -0.867, 2.550], [-3.505, -3.058, 4.515], [3.210, 6.113, -0.608], [0.488, -0.807, -7.617], [0.551, -0.324, 3.966], [-3.252, 4.357, -1.947], [-3.102, 1.656, -2.527], [-4.233, 3.486, -1.503], [4.263, 7.241, -3.191], [4.146, 2.351, -0.077], [-2.999, -1.967, -4.019], [-4.120, 2.136, -1.815], [0.627, -4.054, -0.625], [6.114, 2.546, 2.629], [-0.537, -1.234, -6.605], [0.489, -2.923, 0.035], [0.988, -6.191, -0.566], [3.123, -1.409, -0.117], [1.148, -3.972, 5.260], [2.571, 2.683, 5.224], [-3.115, -5.467, 0.821], [-1.368, 2.049, -3.530], [-3.221, -1.648, 4.859], [-2.176, 2.501, -2.961], [1.299, 4.672, -0.410], [-7.419, 0.423, -1.098], [5.421, 6.438, -2.135], [-2.349, -1.826, -4.788], [-1.035, -1.610, -4.378], [2.263, 2.338, 4.233], [-7.618, -1.600, -0.485], [-0.012, 3.979, 0.584], [1.672, -0.365, -3.969], [-3.215, -1.146, 6.052], [2.375, 4.750, 3.324], [2.169, 5.602, 0.146], [-9.282, 1.786, -1.602], [3.873, -1.572, -2.711], [-2.132, -1.545, -8.075], [3.363, 4.290, 3.268], [0.625, -2.973, 1.377], [-2.267, -4.019, -1.017], [0.503, -1.769, 1.997], [3.309, -4.919, 6.052], [1.018, -5.217, 1.370], [4.752, 2.972, -0.740], [-4.433, -2.141, -7.364], [-2.646, -3.501, 4.013], [3.946, 4.591, 4.145], [-5.294, -4.847, 1.903], [6.536, 2.766, 0.924], [-3.195, -3.780, -0.508], [-5.056, 3.835, -0.894], [3.251, -0.931, 3.135], [-9.651, -0.314, -0.870], [1.436, -1.298, -7.409], [3.578, 2.071, 2.222], [2.794, -1.302, 0.907], [-4.934, -2.311, -0.309], [-2.204, 3.863, -2.706], [-3.294, 5.405, -1.683], [-2.963, -0.683, 3.915], [2.247, 1.255, 4.212], [4.472, -2.353, 4.178], [4.316, 1.292, -0.304], [-4.493, -3.075, -5.857]],
  "forces_ev_per_angstrom": [[0.0, 0.0, 0.0], [0.0, 0.0, 0.0], [0.0, 0.0, 0.0], [0.0, 0.0, 0.0], [0.0, 0.0, 0.0], [0.1, 0.0, 0.0], [0.6, -0.1, 0.2], [0.1, 0.0, 0.0], [0.0, -0.1, 0.1], [0.0, 0.0, 0.0], [0.0, 0.0, 0.0], [0.0, 0.0, 0.1], [-0.1, 0.0, 0.0], [-0.1, 0.1, -0.1], [0.0, 0.0, 0.0], [0.0, 0.0, 0.0], [-0.1, 0.0, -0.1], [0.0, 0.0, 0.0], [0.0, 0.0, 0.0], [0.0, 0.0, 0.0], [0.0, 0.0, 0.0], [0.0, 0.0, 0.0], [-0.1, 0.1, -0.2], [0.0, 0.0, 0.0], [0.0, -0.2, 0.1], [0.0, -0.7, 0.4], [0.0, 0.0, 0.0], [-0.2, -0.1, -0.3], [0.0, 0.0, 0.0], [0.0, 0.0, 0.0], [0.0, 0.0, 0.0], [0.0, 0.0, 0.0], [0.0, 0.0, 0.0], [0.0, -0.1, 0.0], [0.0, 0.0, 0.0], [0.0, 0.0, 0.0], [0.0, 0.0, 0.0], [0.0, 0.0, 0.0], [0.0, 0.0, 0.0], [0.1, 0.0, -0.2], [-0.2, 0.0, 0.2], [0.0, 0.0, 0.0], [0.0, 0.0, 0.0], [0.1, 0.1, 0.0], [0.0, 0.0, 0.0], [0.0, 0.3, -0.2], [0.1, 0.0, 0.1], [0.0, 0.0, 0.1], [0.0, 0.0, 0.0], [-0.1, 0.0, 0.0], [0.0, 0.0, 0.0], [0.0, 0.0, 0.0], [0.2, -0.1, 0.1], [0.1, 0.0, 0.0], [0.0, 0.1, 0.0], [0.0, 0.0, 0.1], [0.0, 0.0, 0.0], [0.0, 0.0, 0.0], [0.0, 0.0, 0.0], [0.0, 0.0, 0.0], [0.0, 0.1, 0.0], [-0.1, 0.7, -0.4], [0.0, -0.1, 0.0], [0.0, 0.0, 0.0], [0.0, 0.0, 0.0], [0.0, 0.0, 0.1], [0.0, 0.0, -0.1], [0.0, 0.0, 0.0], [0.0, 0.0, 0.0], [0.0, 0.0, 0.0], [0.1, 0.0, -0.1], [0.0, 0.0, 0.0], [-0.1, 0.0, 0.0], [0.0, 0.0, 0.0], [0.0, 0.0, 0.0], [-0.1, 0.0, 0.0], [0.1, -0.1, 0.1], [0.0, 0.0, 0.0], [0.0, 0.0, 0.0], [0.0, 0.0, 0.0], [0.0, -0.2, -0.1], [0.0, 0.0, 0.0], [0.1, -0.2, -0.3], [0.0, 0.0, 0.1], [0.0, 0.0, 0.0], [0.0, -0.1, 0.0], [0.0, 0.0, 0.0], [-0.1, -0.1, 0.0], [0.0, 0.0, -0.1], [0.0, 0.0, 0.0], [-0.1, 0.0, -0.2], [-0.1, -0.1, -0.1], [0.0, 0.0, 0.0], [0.0, 0.0, 0.1], [0.0, 0.0, 0.0], [0.0, 0.0, 0.0], [0.0, 0.0, 0.0], [0.1, 0.1, 0.0], [0.1, 0.0, 0.1], [-0.1, 0.0, 0.0], [0.1, 0.1, 0.0], [0.1, 0.0, 0.0], [0.0, 0.0, 0.0], [-0.1, -0.1, 0.0], [-0.4, 0.4, -0.1], [0.0, 0.0, 0.1], [0.0, 0.0, 0.0], [0.0, 0.3, -0.1], [0.1, 0.1, 0.1], [0.0, -0.1, -0.1], [0.0, 0.0, 0.0], [0.0, 0.0, -0.1], [0.0, 0.1, 0.0], [0.0, 0.0, 0.0], [0.0, 0.0, 0.0], [0.1, 0.1, 0.0], [-0.1, 0.3, 0.0], [0.0, 0.0, 0.0], [0.2, -0.6, 0.4], [0.0, 0.0, 0.0], [0.0, -0.1, -0.1], [0.0, 0.0, 0.0], [0.0, 0.0, 0.0], [0.0, 0.0, 0.0], [0.0, 0.0, 0.0], [0.0, 0.0, 0.0], [0.0, 0.0, 0.0], [0.0, 0.0, 0.0], [0.0, 0.0, 0.0], [0.0, 0.0, 0.0], [0.0, -0.1, 0.0], [0.0, 0.0, 0.0], [-0.1, 0.0, 0.2], [0.0, 0.0, 0.0], [-0.1, 0.1, 0.0], [-0.1, 0.0, 0.1], [0.0, 0.0, 0.0], [0.0, 0.1, -0.1], [0.0, 0.0, 0.0], [0.0, 0.0, 0.0], [0.0, 0.0, 0.0], [0.0, 0.0, 0.0]],
  "lowdin_charge": [0.12, 0.09, 0.11, 0.11, -0.29, 0.07, 0.76, 0.01, 0.13, 0.07, -0.33, -0.05, 0.04, 0.15, 0.11, 0.09, -0.08, 0.07, -0.10, 0.11, -0.06, -0.71, 0.02, 0.07, 0.10, 0.78, 0.09, -0.84, -0.06, -0.06, -0.01, -0.04, 0.09, -0.23, -0.07, -0.31, 0.07, 0.10, 0.10, -0.17, 0.56, -0.09, 0.08, -0.21, 0.06, -0.44, 0.00, 0.05, 0.18, 0.03, 0.09, -0.33, 0.59, -0.28, 0.09, -0.08, -0.04, -0.03, 0.11, 0.10, -0.08, -0.52, -0.23, 0.08, 0.10, -0.28, 0.13, 0.11, 0.11, 0.10, -0.26, -0.07, 0.13, -0.11, 0.07, 0.07, 0.14, -0.01, -0.05, -0.03, -0.38, -0.06, 0.13, -0.01, 0.07, -0.05, 0.14, -0.22, -0.19, 0.09, -0.32, 0.12, 0.08, -0.14, 0.11, 0.09, 0.10, 0.10, -0.37, -0.15, -0.25, -0.10, 0.07, 0.10, -0.80, -0.02, 0.11, 0.38, 0.08, 0.11, 0.08, -0.06, -0.06, -0.04, 0.10, -0.06, -0.48, 0.08, -0.20, 0.10, -0.15, 0.09, 0.08, 0.07, 0.08, 0.10, 0.08, -0.15, 0.11, 0.08, -0.07, 0.08, -0.51, 0.07, -0.23, -0.08, 0.11, -0.09, 0.06, -0.03, 0.08, 0.09]
}

- Which formula does entry 2 have?
  C30H26BrF5IrN2O2PS3Se